DFT (the ωB97M-V functional and the def2-TZVPD basis) results for C9H23FN2O8PV as an isolated structure in a non-equilibrium geometry.

Properties
HOMO energy: -9.1 eV
spin multiplicity: 1
gap between HOMO and LUMO: 4.715 eV

Geometry (Å):
O 2.682 2.624 -4.394
V 1.140 2.539 -3.878
O 0.664 3.928 -3.397
F 1.347 0.828 -0.810
C 6.457 -0.890 -0.736
C 6.019 -2.275 -0.331
O 6.919 -3.115 -0.199
N 4.725 -2.482 -0.154
C 4.132 -3.679 0.407
H 5.906 -0.496 -1.590
H 7.514 -0.811 -0.990
H 6.254 -0.233 0.110
H 4.104 -1.696 -0.283
H 4.036 -3.610 1.491
H 4.695 -4.590 0.203
H 3.153 -3.848 -0.041
C -0.184 -0.840 3.566
C 0.204 0.434 4.314
O 0.057 0.522 5.551
N 0.711 1.434 3.619
C 1.039 2.741 4.137
H -1.263 -0.935 3.686
H 0.326 -1.715 3.968
H -0.148 -0.815 2.477
H 0.826 1.297 2.625
H 1.107 2.748 5.224
H 0.367 3.545 3.836
H 2.049 2.976 3.800
C -4.066 1.939 0.062
O -4.871 1.388 -0.946
P -4.144 0.461 -2.094
O -3.098 1.061 -3.032
O -5.484 -0.035 -2.910
C -6.445 0.908 -3.411
O -3.704 -0.884 -1.283
C -3.026 -1.886 -2.001
H -3.038 1.885 -0.296
H -4.167 1.612 1.097
H -4.370 2.984 0.106
H -7.484 0.773 -3.111
H -6.524 0.756 -4.488
H -6.058 1.921 -3.300
H -1.951 -1.791 -1.848
H -3.044 -1.813 -3.089
H -3.364 -2.867 -1.668